# 1
Formula: CH4NOP
Source: the OMol25 dataset
Level of theory: wB97M-V/def2-TZVPD

Each line ends with the Mulliken charge.
CARTESIAN COORDINATES (ANGSTROEM)
C1 0.1482 1.8583 0.0465  -0.32
N1 1.0039 1.0713 -0.4737  0.08
O1 2.0605 1.4397 -1.0103  -0.36
P1 -0.2773 -1.4735 0.2358  -0.05
H1 -0.7736 1.5218 0.2662  0.24
H2 0.2978 2.8835 0.2730  0.30
H3 1.1049 -1.7734 0.2370  0.05
H4 -0.1788 -2.4589 -0.8523  0.06

## Properties
**Total energy**: -13922.9089 eV
**Spin multiplicity**: 1
**Orbital gap (spin up / spin down)**: 7.66 / 9.00 eV
**Lowest unoccupied orbital energy (spin up / spin down)**: -1.205 / -1.134 eV



# 2
Formula: C19H31FeNO5S4SbSi3
Source: the OMol25 dataset
Level of theory: wB97M-V/def2-TZVPD

Each line ends with the Mulliken spin population.
CARTESIAN COORDINATES (ANGSTROEM)
Fe1 1.5832 -2.2486 -0.0189  3.79
O1 -1.9492 -3.3684 -1.8802  0.00
C1 -0.7418 -2.9700 -1.5235  -0.02
O2 -0.5496 -2.5279 -0.3824  0.07
C2 0.3393 -3.0708 -2.4593  -0.01
C3 0.2836 -3.4136 -3.8136  0.00
C4 1.4630 -3.5652 -4.5077  -0.01
C5 2.6831 -3.4482 -3.8363  0.00
C6 2.6611 -3.1012 -2.5006  -0.02
N1 1.5269 -2.8577 -1.8564  0.03
C7 3.8665 -3.0628 -1.5470  0.00
O3 4.9864 -3.2586 -1.9710  0.02
O4 3.4906 -2.8630 -0.3317  0.06
H1 -2.5324 -3.2492 -1.1110  0.00
H2 -0.6865 -3.5314 -4.2774  0.00
H3 1.4491 -3.8134 -5.5601  0.00
H4 3.6306 -3.6269 -4.3238  0.00
O5 5.7597 1.3303 3.7582  0.02
C8 4.9238 0.7993 3.0849  0.01
S1 3.8407 -0.4766 3.6808  0.01
C9 2.9718 -0.7387 2.1860  0.09
C10 3.3301 0.0347 1.1113  0.02
S2 2.5912 -0.0162 -0.4296  0.42
S3 4.6172 1.1954 1.3842  0.00
S4 1.7007 -1.8977 2.1869  0.30
C11 1.0211 2.4299 3.1999  0.00
Si1 0.2608 2.7237 1.4916  0.00
C12 1.5134 3.4263 0.2642  0.01
C13 -1.1166 4.0121 1.6837  0.01
Sb1 -0.4238 0.3418 0.6097  0.06
Si2 -2.4378 -0.3414 2.1286  0.07
C14 -3.5986 1.1260 2.4304  0.02
C15 -1.6819 -0.9203 3.7564  0.01
C16 -3.4244 -1.7263 1.2910  0.00
Si3 -1.2432 1.0512 -1.7727  0.03
C17 0.2892 1.0210 -2.8748  0.00
C18 -2.6498 0.0240 -2.5224  0.00
C19 -1.9920 2.7900 -1.6246  0.01
H5 1.7220 3.2297 3.4477  0.00
H6 1.5645 1.4843 3.2410  0.00
H7 0.2514 2.4066 3.9733  0.00
H8 2.0479 4.2713 0.7039  0.00
H9 1.0208 3.7770 -0.6450  0.00
H10 2.2489 2.6776 -0.0251  0.00
H11 -0.6978 4.9150 2.1351  0.00
H12 -1.9261 3.6658 2.3265  0.00
H13 -1.5510 4.2935 0.7246  0.00
H14 -3.1197 1.8810 3.0547  0.00
H15 -4.5039 0.7963 2.9463  0.00
H16 -3.9001 1.6026 1.4966  0.00
H17 -1.1104 -0.1190 4.2280  0.00
H18 -0.9974 -1.7526 3.5887  -0.01
H19 -2.4502 -1.2472 4.4606  0.00
H20 -3.7454 -1.4233 0.2911  0.00
H21 -4.3166 -1.9834 1.8647  0.00
H22 -2.8062 -2.6225 1.2067  0.00
H23 0.6798 0.0035 -2.9575  0.00
H24 1.0850 1.6367 -2.4537  0.00
H25 0.0717 1.3819 -3.8823  0.00
H26 -2.3254 -0.9539 -2.8678  0.00
H27 -3.0674 0.5526 -3.3816  0.00
H28 -3.4575 -0.1186 -1.8021  0.00
H29 -1.2346 3.5612 -1.4808  0.00
H30 -2.6871 2.8368 -0.7852  0.00
H31 -2.5505 3.0356 -2.5312  0.00

## Properties
**Total energy**: -139836.9534 eV
**Spin multiplicity**: 6
**Orbital gap (spin up / spin down)**: 5.22 / 5.66 eV
**Lowest unoccupied orbital energy (spin up / spin down)**: -1.564 / -1.680 eV



# 3
Formula: CHCl2NO2
Source: the OMol25 dataset
Level of theory: wB97M-V/def2-TZVPD

Each line ends with the Mulliken spin population.
CARTESIAN COORDINATES (ANGSTROEM)
C1 -0.3911 -0.1922 0.3329  0.02
N1 0.8683 0.2345 -0.3659  0.44
O1 0.9750 -0.0337 -1.5221  0.97
O2 1.5863 0.8846 0.3402  0.49
Cl1 -0.6296 -1.8826 0.3152  0.02
Cl2 -1.7889 0.6301 -0.5002  0.04
H1 -0.6200 0.3593 1.4000  0.02

## Properties
**Total energy**: -31675.2409 eV
**Spin multiplicity**: 3
**Orbital gap (spin up / spin down)**: 8.70 / 6.59 eV
**Lowest unoccupied orbital energy (spin up / spin down)**: 0.701 / -4.435 eV



# 4
Formula: C4H32O13S
Source: the OMol25 dataset
Level of theory: wB97M-V/def2-TZVPD

Each line ends with the Mulliken charge.
CARTESIAN COORDINATES (ANGSTROEM)
O1 1.9145 -2.2215 -1.8102  -0.71
C1 1.6359 -2.7565 -0.7508  0.06
C2 0.9525 -2.0003 0.3593  -0.82
C3 1.2297 -0.5059 0.2815  0.79
C4 0.7073 0.2200 1.5153  -0.18
S1 1.1939 1.9738 1.4434  -0.36
H1 1.8160 -3.8401 -0.6322  0.38
H2 1.3272 -2.4179 1.3201  0.45
H3 -0.1547 -2.1838 0.3621  0.30
H4 2.3235 -0.3551 0.2337  -0.25
H5 0.8252 -0.0667 -0.6432  -0.25
H6 1.1602 -0.2278 2.4182  0.47
H7 -0.3769 0.1191 1.6382  -0.05
H8 0.7385 2.3039 2.6591  0.16
H9 -0.7573 1.8841 -3.9178  0.30
H10 -0.4912 0.6842 -2.9965  0.45
O2 -0.8669 1.6334 -2.9940  -0.75
H11 -2.5363 1.1980 -2.6345  0.47
H12 -3.5161 1.3561 -1.4508  0.44
O3 -3.3844 0.8614 -2.2905  -0.88
H13 2.7124 -0.7212 -2.2152  0.47
H14 2.4294 0.7843 -2.2941  0.28
O4 3.1563 0.1534 -2.2588  -0.75
H15 -3.6688 2.7187 0.7401  0.29
H16 -2.3853 2.5296 -0.0956  0.47
O5 -3.2358 2.0621 0.1818  -0.74
H17 4.1870 -0.0553 -0.8537  0.46
H18 5.6288 -0.0425 -0.2533  0.30
O6 4.7157 -0.2723 -0.0613  -0.71
H19 -3.1501 0.5086 0.8018  0.45
H20 -4.1333 -0.6693 1.0243  0.31
O7 -3.2003 -0.4428 1.1128  -0.85
H21 -0.2910 3.1422 -0.2284  0.25
H22 -0.9342 2.7237 -1.6213  0.42
O8 -1.0655 3.2358 -0.7949  -0.78
H23 4.1047 -1.8575 0.3181  0.38
H24 4.3641 -3.3536 0.1275  0.30
O9 3.6741 -2.7354 0.4000  -0.60
H25 -1.3192 0.9964 5.6770  0.29
H26 -1.7239 0.3684 4.3304  0.42
O10 -1.0751 0.9769 4.7487  -0.63
H27 -0.9954 -1.1825 -2.3978  0.50
H28 0.5835 -1.2822 -2.5232  0.19
O11 -0.2078 -0.8480 -2.8815  -0.77
H29 -2.4993 -1.3727 -0.5047  0.35
H30 -2.8889 -0.8094 -1.8848  0.46
O12 -2.4004 -1.5411 -1.4485  -0.78
H31 -2.8754 -0.6641 2.7551  0.41
H32 -2.3725 -1.7729 3.7832  0.31
O13 -2.7367 -0.8870 3.7112  -0.73

## Properties
**Total energy**: -42122.5178 eV
**Spin multiplicity**: 1
**Orbital gap**: 9.58 eV
**Lowest unoccupied orbital energy**: 0.298 eV



# 5
Formula: C32H28BrF53NO9P2
Source: the OMol25 dataset
Level of theory: wB97M-V/def2-TZVPD

Each line ends with the Mulliken charge.
CARTESIAN COORDINATES (ANGSTROEM)
O1 -2.3478 1.0054 6.2461  -0.57
P1 -2.8855 0.2243 5.1684  0.86
O2 -4.4656 0.2099 5.1464  -0.40
O3 -2.4288 -1.2873 5.2732  -0.44
P2 -2.0381 0.8265 3.2317  0.12
N1 -2.4811 2.6231 3.0657  -0.37
Br1 -2.5436 2.9413 1.1834  0.25
C1 -1.5268 3.5429 3.7870  0.74
F1 -1.7612 3.4145 5.0724  -0.23
F2 -0.2968 3.1477 3.5091  -0.24
C2 -1.6891 5.0625 3.3782  0.60
F3 -1.3021 5.7822 4.4309  -0.22
F4 -2.9699 5.3262 3.1165  -0.26
F5 -0.9031 5.3518 2.3528  -0.07
H1 -4.7965 0.0637 4.2447  0.55
H2 -2.4482 -1.7263 4.4078  0.33
H3 -2.9157 0.2606 2.2829  0.04
H4 -3.4315 2.8237 3.3892  0.49
C3 1.8058 5.6748 -0.5283  -0.64
C4 0.9696 4.4367 -0.9018  0.85
C5 1.2302 3.1506 -0.1105  0.30
F6 2.4756 2.6969 -0.2996  -0.20
F7 0.3763 2.1726 -0.5278  -0.27
F8 1.0622 4.1982 -2.2204  -0.28
F9 -0.3370 4.7797 -0.6503  -0.28
O4 2.9199 5.9930 -1.3430  -0.39
C6 4.1635 5.4612 -1.0902  0.73
C7 4.6873 4.6304 -2.2592  0.13
F10 3.8694 3.5875 -2.5006  -0.22
F11 5.8999 4.1490 -1.9045  -0.21
F12 4.1828 4.7486 0.0510  -0.19
F13 5.0088 6.5032 -0.9218  -0.32
H5 1.1309 6.5165 -0.6762  0.48
H6 2.0626 5.6841 0.5312  0.23
H7 1.0660 3.3098 0.9606  0.06
H8 4.7741 5.2288 -3.1677  0.27
C8 -7.1774 -1.1351 -1.4080  -0.83
C9 -6.2434 -0.1262 -2.1062  0.93
C10 -4.7343 -0.4002 -2.0976  0.43
F14 -4.2240 -0.3997 -0.8365  -0.20
F15 -4.1042 0.5892 -2.7749  -0.30
F16 -6.4826 1.1172 -1.6212  -0.28
F17 -6.5946 -0.1194 -3.4150  -0.30
O5 -7.6406 -0.7941 -0.1012  -0.40
C11 -6.9372 -1.1161 1.0190  0.81
C12 -6.5435 0.1540 1.7716  0.14
F18 -5.7611 0.9311 1.0006  -0.21
F19 -5.8160 -0.1733 2.8899  -0.46
F20 -5.8596 -1.8864 0.7641  -0.26
F21 -7.7423 -1.8220 1.8395  -0.30
H9 -8.0847 -1.1385 -2.0083  0.44
H10 -6.7933 -2.1496 -1.4523  0.46
H11 -4.5028 -1.3475 -2.5753  -0.10
H12 -7.4244 0.7203 2.0737  0.24
C13 6.8127 1.8293 0.4054  -0.08
C14 8.1307 2.0986 1.1534  0.98
C15 9.4107 1.4673 0.6019  0.00
F22 9.3511 0.1222 0.6338  -0.23
F23 10.4529 1.8527 1.3738  -0.27
F24 7.9825 1.7804 2.4583  -0.30
F25 8.3291 3.4465 1.0939  -0.31
O6 5.9457 0.8381 0.9407  -0.45
C16 6.0470 -0.4860 0.5928  0.81
C17 6.3420 -1.3626 1.8118  0.23
F26 7.5160 -1.0184 2.3700  -0.22
F27 6.4191 -2.6539 1.4189  -0.27
F28 6.9324 -0.6905 -0.3965  -0.29
F29 4.8338 -0.8654 0.1206  -0.30
H13 6.2416 2.7501 0.5105  -0.20
H14 6.9665 1.7031 -0.6654  0.41
H15 9.5963 1.7979 -0.4241  0.30
H16 5.5494 -1.2557 2.5557  0.22
C18 -4.7826 -4.5525 -4.7082  -0.44
C19 -5.8325 -4.0877 -3.6832  1.09
C20 -6.6699 -5.1546 -2.9764  0.17
F30 -7.4374 -5.8339 -3.8383  -0.22
F31 -7.4929 -4.5285 -2.0892  -0.27
F32 -6.6349 -3.1583 -4.2388  -0.31
F33 -5.1434 -3.4446 -2.6761  -0.38
O7 -5.1233 -4.4583 -6.0773  -0.40
C21 -5.7724 -5.4811 -6.7360  0.83
C22 -7.1223 -5.0185 -7.2877  0.13
F34 -7.9287 -4.6177 -6.2830  -0.22
F35 -7.7153 -6.0512 -7.9216  -0.26
F36 -5.8928 -6.5807 -5.9687  -0.27
F37 -5.0079 -5.8203 -7.7932  -0.30
H17 -3.9545 -3.8525 -4.6021  0.45
H18 -4.3726 -5.5280 -4.4578  -0.07
H19 -6.0312 -5.8514 -2.4275  0.19
H20 -6.9837 -4.1906 -7.9858  0.26
C23 7.7982 6.4411 4.1092  -0.76
C24 7.5743 7.6188 5.0751  0.91
C25 6.7946 7.3469 6.3636  0.07
F38 5.5265 6.9617 6.1025  -0.21
F39 6.7347 8.4855 7.0884  -0.26
F40 7.0175 8.6521 4.4072  -0.27
F41 8.8113 8.0191 5.4761  -0.33
O8 6.9468 6.3522 2.9740  -0.33
C26 5.7523 5.6872 3.0044  0.59
C27 4.5865 6.6245 2.6849  0.30
F42 4.4938 7.6052 3.5943  -0.25
F43 3.4201 5.9128 2.7142  -0.23
F44 5.5623 5.0225 4.1605  -0.30
F45 5.7822 4.7565 2.0220  -0.16
H21 8.7805 6.6209 3.6772  0.41
H22 7.8770 5.4903 4.6345  0.33
H23 7.2897 6.5781 6.9632  0.29
H24 4.7153 7.0647 1.6946  0.12
C28 -2.2055 -9.3497 -1.2828  -0.73
C29 -0.7379 -9.7670 -1.4913  0.87
C30 0.3253 -8.6664 -1.4675  0.09
F46 0.1438 -7.7817 -2.4707  -0.21
F47 1.5420 -9.2281 -1.6292  -0.27
F48 -0.6312 -10.4905 -2.6235  -0.26
F49 -0.4305 -10.5930 -0.4537  -0.32
O9 -3.0271 -9.2358 -2.4372  -0.36
C31 -3.1327 -8.0772 -3.1527  0.82
C32 -2.6707 -8.2702 -4.5979  0.23
F50 -1.3778 -8.6254 -4.6395  -0.22
F51 -2.8109 -7.0953 -5.2641  -0.24
F52 -2.5081 -7.0388 -2.5606  -0.32
F53 -4.4536 -7.7510 -3.1999  -0.32
H25 -2.6516 -10.1760 -0.7332  0.41
H26 -2.2940 -8.4804 -0.6323  0.32
H27 0.3123 -8.1351 -0.5112  0.28
H28 -3.2670 -9.0393 -5.0926  0.26

## Properties
**Total energy**: -286196.7580 eV
**Spin multiplicity**: 1
**Charge**: +1
**Orbital gap**: 7.40 eV
**Lowest unoccupied orbital energy**: -5.640 eV